{
  "formula": "C22H16N2O3S2",
  "method": "ωB97M-V/def2-TZVPD",
  "species": ["O", "C", "N", "S", "O", "O", "N", "C", "C", "C", "C", "C", "C", "C", "C", "C", "C", "C", "C", "C", "C", "C", "S", "C", "C", "C", "C", "C", "C", "H", "H", "H", "H", "H", "H", "H", "H", "H", "H", "H", "H", "H", "H", "H", "H"],
  "coordinates": [[1.903, 2.358, 3.487], [1.111, 2.237, 2.650], [1.176, 3.335, 1.816], [-0.382, 3.530, 1.040], [-1.271, 3.851, 2.170], [-0.261, 4.497, -0.052], [-0.656, 1.929, 0.459], [-0.467, 1.727, -0.904], [0.956, 1.833, -1.436], [1.383, 2.913, -2.286], [2.667, 3.312, -2.529], [3.756, 2.649, -1.907], [3.387, 1.588, -1.062], [2.053, 1.158, -0.861], [1.948, -0.183, -0.174], [1.124, -1.219, -0.655], [1.116, -2.531, -0.097], [1.965, -2.782, 0.912], [2.798, -1.806, 1.373], [2.774, -0.560, 0.868], [-0.549, 0.969, 1.420], [0.317, 1.048, 2.470], [0.294, -0.349, 3.629], [-1.136, -0.901, 2.727], [-1.751, -2.103, 3.097], [-2.872, -2.436, 2.374], [-3.333, -1.513, 1.360], [-2.558, -0.428, 0.966], [-1.433, -0.142, 1.623], [1.328, 4.208, 2.347], [-1.131, 2.507, -1.394], [-0.886, 0.750, -1.071], [0.591, 3.437, -2.905], [2.814, 4.165, -3.142], [4.818, 2.870, -2.185], [4.257, 1.237, -0.479], [0.520, -1.033, -1.578], [0.475, -3.286, -0.448], [2.039, -3.723, 1.416], [3.291, -1.879, 2.352], [3.478, 0.217, 1.173], [-1.297, -2.655, 3.868], [-3.363, -3.374, 2.402], [-4.297, -1.737, 0.875], [-2.885, 0.127, 0.104]],
  "atomic_forces_ev_per_a": [[3.6576, -0.8575, 5.5657], [0.2578, -0.1361, -1.2759], [-3.5859, 1.0006, -3.4540], [0.0531, 2.0590, 1.1995], [0.9502, -1.0022, -2.2884], [-0.3675, -2.1808, 1.3805], [-0.0510, 3.5862, 2.2241], [-0.6652, 0.4627, -3.2815], [2.4538, 1.5003, -0.0067], [-2.9832, -0.2184, -0.5225], [1.3098, -0.9772, 0.7539], [-1.3156, -0.2517, -0.3772], [1.2855, 1.2525, -0.2328], [0.3045, -1.0500, 0.2106], [-0.9965, -1.0455, -0.7471], [-0.6787, -0.0378, -1.0599], [-0.0781, 2.4274, -1.2368], [0.6716, -1.0665, 1.2553], [0.5331, 0.3592, 2.4049], [0.9840, 2.4892, -0.8105], [0.6424, -1.3601, 2.6305], [-0.5205, -0.4589, -0.4853], [-0.8790, 2.0043, -1.7912], [1.9725, -1.0709, 1.7834], [-0.4718, 1.3117, -1.4205], [-0.1515, 1.7376, -1.5925], [0.1775, -1.1172, 0.5107], [-3.3064, -1.5003, -1.5427], [1.2660, 0.6697, 0.4380], [0.1934, -0.7438, -0.2218], [0.9445, -1.1292, -0.0184], [-0.2561, -0.4289, -0.5230], [0.7894, -0.4357, 1.1943], [0.2216, 0.4943, -0.6861], [-1.1613, -0.0575, 0.7186], [-0.9227, -0.7469, -0.4160], [0.4009, -0.1570, 0.9715], [-0.7857, -0.6919, -0.6495], [-0.3222, -0.6218, 0.0096], [0.3257, -0.6104, -0.6876], [-0.2058, -0.3469, 0.6153], [0.1657, -0.9104, 0.8340], [-0.4967, -0.6801, 0.6285], [0.7096, 0.1595, 0.0832], [-0.0686, 0.3776, -0.0841]],
  "mulliken_charge": [-0.6102, 0.2273, -0.2312, 1.2787, -0.6740, -0.6374, 0.2248, -1.2284, 0.2805, -0.5512, -0.6233, -0.9048, -0.6201, 1.0152, 0.8401, 0.1482, -1.0466, -0.3448, -0.8742, -0.2714, -0.4185, 0.7263, -0.2015, 0.6992, -0.7115, -0.6347, -0.8466, -0.1644, -0.2199, 0.3846, 0.4513, 0.5331, 0.2402, 0.4356, 0.3471, 0.2346, 0.3360, 0.5408, 0.4202, 0.3170, 0.2849, 0.5206, 0.4364, 0.3667, 0.5254],
  "e_above_lowest_kj_mol": 188.5,
  "smiles": "O=C1NS(=O)(=O)N(Cc2ccccc2-c2ccccc2)c2c1sc1ccccc21",
  "lumo_energy_ev": -0.4,
  "homo_energy_ev": -8.55,
  "orbital_gap_ev": 8.176
}